Entry 1:
ORCA calculation (the ωB97M-V functional and the def2-TZVPD basis) on a structure of composition C28H47PPt at a distorted geometry.

Charge ... +2
Total energy ... -42319.8125 eV
HOMO energy (spin up / spin down) ... -15.3 / -15.3 eV
Molecular weight ... 609.74 Da
Frontier orbital gap (spin up / spin down) ... 6.8 / 6.8 eV

Geometry (Å):
1 Pt 1.048 0.413 1.090
2 C 1.665 4.012 -0.674
3 C 2.545 2.803 -0.966
4 C 3.944 3.230 -1.419
5 C 2.683 1.872 0.223
6 C 2.414 2.263 1.552
7 C 2.617 1.350 2.612
8 C 3.217 0.072 2.440
9 C 3.492 -0.824 3.615
10 C 3.482 -0.327 1.143
11 C 3.167 0.544 0.044
12 H 1.538 4.599 -1.582
13 H 2.120 4.669 0.069
14 H 0.673 3.718 -0.323
15 H 2.086 2.218 -1.767
16 H 4.469 3.749 -0.615
17 H 3.870 3.912 -2.264
18 H 4.551 2.379 -1.731
19 H 1.994 3.237 1.764
20 H 2.325 1.656 3.610
21 H 3.292 -1.867 3.374
22 H 2.899 -0.538 4.482
23 H 4.543 -0.750 3.898
24 H 3.908 -1.303 0.955
25 H 3.387 0.219 -0.966
26 C -3.990 2.064 0.597
27 C -3.044 1.800 1.763
28 C -2.186 0.557 1.478
29 C -1.958 0.347 -0.032
30 C -1.829 1.720 -0.698
31 C -3.197 2.421 -0.667
32 P -0.470 -0.703 -0.220
33 C -0.134 -1.179 -1.957
34 C -1.426 -1.680 -2.660
35 C -1.964 -0.657 -3.652
36 C -0.947 -0.383 -4.769
37 C 0.500 -0.480 -4.265
38 C 0.596 -0.112 -2.788
39 C -0.550 -2.225 0.791
40 C -0.192 -1.910 2.254
41 C 0.221 -3.202 2.969
42 C -0.642 -4.385 2.494
43 C -2.001 -3.911 1.985
44 C -1.837 -3.067 0.709
45 H -4.679 2.870 0.847
46 H -4.610 1.180 0.425
47 H -3.591 1.655 2.694
48 H -2.405 2.674 1.912
49 H -2.641 -0.331 1.919
50 H -1.196 0.685 1.984
51 H -2.806 -0.179 -0.483
52 H -1.468 1.655 -1.723
53 H -1.085 2.299 -0.141
54 H -3.769 2.149 -1.556
55 H -3.037 3.499 -0.720
56 H 0.543 -2.034 -1.847
57 H -2.199 -1.948 -1.933
58 H -1.183 -2.603 -3.189
59 H -2.209 0.270 -3.126
60 H -2.903 -1.015 -4.073
61 H -1.133 0.605 -5.192
62 H -1.091 -1.096 -5.582
63 H 1.151 0.165 -4.855
64 H 0.881 -1.497 -4.393
65 H 0.165 0.881 -2.629
66 H 1.639 -0.059 -2.468
67 H 0.279 -2.814 0.380
68 H -1.035 -1.446 2.759
69 H 0.654 -1.166 2.321
70 H 0.122 -3.054 4.045
71 H 1.275 -3.414 2.776
72 H -0.764 -5.094 3.312
73 H -0.132 -4.929 1.695
74 H -2.499 -3.328 2.763
75 H -2.654 -4.756 1.773
76 H -2.719 -2.433 0.575
77 H -1.778 -3.717 -0.165



Entry 2:
ORCA calculation (the ωB97M-V functional and the def2-TZVPD basis) on a structure of composition C28H48ClInNO12 at a distorted geometry.

Charge ... -1
Total energy ... -73569.7398 eV
HOMO energy ... -4.0 eV
Molecular weight ... 740.96 Da
Frontier orbital gap ... 6.4 eV

Geometry (Å):
1 C 1.507 0.644 3.278
2 C 1.150 -0.593 2.329
3 N -0.227 -0.630 1.810
4 In -0.594 0.502 0.071
5 C -1.801 2.364 0.210
6 C -2.423 2.823 1.596
7 C -2.204 1.896 2.861
8 Cl -3.494 0.580 2.824
9 C 1.470 1.115 -0.748
10 C 1.806 0.497 -2.161
11 O 1.054 -0.130 -2.910
12 O 3.163 0.741 -2.674
13 C 4.064 0.064 -1.823
14 C 3.665 -1.374 -1.276
15 O 5.136 0.586 -1.461
16 C -1.701 -0.895 -1.379
17 C -1.204 -2.409 -1.202
18 C -2.294 -3.295 -0.394
19 O 0.097 -2.515 -0.560
20 H 0.972 0.577 4.296
21 H 2.628 0.545 3.538
22 H 1.395 1.659 2.780
23 H 1.951 -0.680 1.515
24 H 1.285 -1.542 2.977
25 H -0.946 -0.613 2.536
26 H -1.163 3.243 -0.183
27 H -2.668 2.291 -0.548
28 H -2.056 3.880 1.855
29 H -3.561 2.933 1.456
30 H -1.151 1.521 3.032
31 H -2.458 2.536 3.785
32 H 1.447 2.258 -0.899
33 H 2.302 0.949 0.031
34 H 3.125 -1.209 -0.283
35 H 2.938 -1.941 -1.950
36 H 4.589 -1.995 -1.047
37 H -2.803 -0.804 -1.064
38 H -1.593 -0.500 -2.452
39 H -1.080 -2.837 -2.260
40 H -1.793 -3.860 0.456
41 H -2.702 -4.050 -1.151
42 H -3.170 -2.664 -0.027
43 H 0.442 -3.388 -0.830
44 O -3.299 -3.017 -4.259
45 C -4.280 -2.331 -4.170
46 O -5.235 -2.480 -3.212
47 C -6.311 -1.572 -3.468
48 C -5.714 -0.478 -4.323
49 C -4.658 -1.222 -5.115
50 H -7.110 -2.114 -3.983
51 H -6.698 -1.187 -2.523
52 H -6.451 0.033 -4.946
53 H -5.235 0.271 -3.686
54 H -5.066 -1.658 -6.031
55 H -3.802 -0.588 -5.338
56 O 7.155 -5.310 -1.034
57 C 7.435 -4.155 -1.223
58 O 6.546 -3.217 -1.645
59 C 7.232 -1.978 -1.873
60 C 8.494 -2.065 -1.045
61 C 8.805 -3.547 -1.079
62 H 7.443 -1.887 -2.943
63 H 6.599 -1.143 -1.566
64 H 9.302 -1.438 -1.425
65 H 8.284 -1.758 -0.016
66 H 9.408 -3.817 -1.949
67 H 9.286 -3.879 -0.160
68 O 3.034 3.790 1.279
69 C 3.551 4.468 0.434
70 O 3.873 5.782 0.602
71 C 4.371 6.310 -0.633
72 C 4.849 5.108 -1.417
73 C 3.897 4.021 -0.961
74 H 3.557 6.840 -1.139
75 H 5.179 7.015 -0.430
76 H 4.847 5.270 -2.496
77 H 5.869 4.852 -1.116
78 H 2.986 3.998 -1.563
79 H 4.377 3.043 -0.953
80 O -8.381 -1.068 2.888
81 C -7.914 -0.815 3.966
82 O -8.627 -0.837 5.127
83 C -7.798 -0.381 6.202
84 C -6.378 -0.596 5.730
85 C -6.496 -0.387 4.235
86 H -8.018 0.675 6.389
87 H -8.021 -0.952 7.105
88 H -5.659 0.068 6.211
89 H -6.072 -1.627 5.934
90 H -6.382 0.664 3.960
91 H -5.788 -1.007 3.686



Entry 3:
ORCA calculation (the ωB97M-V functional and the def2-TZVPD basis) on a cluster of 3 separate species, C28H48ClN2O9P in total at a distorted geometry.

Charge ... 0
Total energy ... -73027.1743 eV
HOMO energy ... -8.5 eV
Molecular weight ... 623.12 Da
Frontier orbital gap ... 6.9 eV
Structure (SMILES) ... C#CC1=C(C[C@H](C)Cl)C(=O)C(CCCCOC=O)=C([PH2]=O)C1=O.COCCNCCOC.COCCNCCOC

Geometry (Å):
1 C 3.978 4.203 1.127
2 C 3.077 3.472 0.834
3 C 1.822 2.811 0.771
4 C 1.537 1.744 1.539
5 C 2.492 1.124 2.507
6 C 3.324 -0.057 1.919
7 C 3.214 -0.247 0.421
8 Cl 2.764 -1.602 2.691
9 C 0.178 1.151 1.400
10 O 0.010 -0.031 1.611
11 C -0.945 2.069 1.025
12 C -2.310 1.770 1.552
13 C -2.991 0.506 0.937
14 C -2.817 -0.741 1.834
15 C -2.553 -1.967 0.989
16 O -3.790 -2.345 0.324
17 C -3.617 -2.314 -1.017
18 O -4.361 -1.762 -1.777
19 C -0.636 3.117 0.254
20 P -1.845 4.395 -0.277
21 O -1.361 5.299 -1.337
22 C 0.785 3.301 -0.195
23 O 1.097 3.801 -1.244
24 H 4.769 4.860 1.393
25 H 1.922 0.699 3.329
26 H 3.144 1.874 2.943
27 H 4.371 0.049 2.174
28 H 3.549 0.661 -0.080
29 H 2.213 -0.533 0.116
30 H 3.878 -1.045 0.091
31 H -2.261 1.586 2.624
32 H -2.974 2.619 1.412
33 H -2.668 0.316 -0.083
34 H -4.056 0.723 0.918
35 H -2.007 -0.617 2.543
36 H -3.718 -0.888 2.427
37 H -1.795 -1.705 0.254
38 H -2.196 -2.810 1.577
39 H -2.722 -2.850 -1.368
40 H -2.990 3.696 -0.711
41 H -2.120 5.164 0.875
42 C -9.920 2.532 -4.495
43 O -9.342 1.266 -4.250
44 C -8.333 0.885 -5.177
45 C -6.954 0.915 -4.549
46 N -6.517 2.280 -4.278
47 C -5.341 2.388 -3.418
48 C -5.397 1.788 -2.016
49 O -6.256 2.466 -1.112
50 C -7.630 2.147 -1.223
51 H -10.814 2.609 -3.878
52 H -9.247 3.351 -4.220
53 H -10.210 2.642 -5.544
54 H -8.369 1.503 -6.079
55 H -8.549 -0.144 -5.474
56 H -6.243 0.445 -5.235
57 H -6.997 0.305 -3.639
58 H -7.275 2.787 -3.842
59 H -5.123 3.454 -3.311
60 H -4.489 1.947 -3.947
61 H -4.397 1.883 -1.580
62 H -5.615 0.714 -2.022
63 H -7.788 1.101 -1.493
64 H -8.131 2.795 -1.947
65 H -8.092 2.329 -0.252
66 C 10.506 -2.967 1.777
67 O 9.820 -4.168 2.069
68 C 9.236 -4.218 3.364
69 C 7.725 -4.130 3.303
70 N 7.279 -2.802 2.899
71 C 5.863 -2.711 2.534
72 C 5.350 -3.580 1.388
73 O 5.829 -3.212 0.104
74 C 7.123 -3.678 -0.227
75 H 11.091 -3.136 0.874
76 H 9.817 -2.137 1.585
77 H 11.188 -2.690 2.586
78 H 9.650 -3.443 4.017
79 H 9.504 -5.187 3.794
80 H 7.317 -4.355 4.293
81 H 7.383 -4.910 2.611
82 H 7.830 -2.499 2.108
83 H 5.675 -1.670 2.269
84 H 5.266 -2.917 3.426
85 H 4.272 -3.441 1.341
86 H 5.512 -4.650 1.565
87 H 7.324 -4.664 0.198
88 H 7.895 -2.973 0.093
89 H 7.182 -3.750 -1.313